No. 1
{
  "formula": "H3IO3Si",
  "method": "ωB97M-V/def2-TZVPD",
  "species": ["O", "Si", "O", "O", "H", "H", "I", "H"],
  "coordinates": [[0.821, -0.014, -0.641], [-0.627, 0.150, -0.213], [-1.110, 1.203, 0.904], [-1.990, -0.652, -0.533], [-1.892, 1.334, 1.502], [-1.977, -1.370, -1.329], [4.028, -0.054, 0.400], [2.747, -0.597, -0.089]],
  "energy_ha": -814.7886,
  "smiles": "O=[Si](O)O.I"
}

No. 2
{
  "formula": "C28H63ClNO8S",
  "method": "ωB97M-V/def2-TZVPD",
  "species": ["C", "C", "C", "C", "C", "C", "C", "N", "C", "C", "C", "C", "S", "O", "O", "Cl", "C", "O", "O", "H", "H", "H", "H", "H", "H", "H", "H", "H", "H", "H", "H", "H", "H", "H", "H", "H", "H", "H", "H", "H", "H", "H", "C", "C", "O", "C", "C", "H", "H", "H", "H", "H", "H", "H", "H", "H", "H", "C", "C", "O", "C", "C", "H", "H", "H", "H", "H", "H", "H", "H", "H", "H", "C", "C", "O", "C", "C", "H", "H", "H", "H", "H", "H", "H", "H", "H", "H", "C", "C", "O", "C", "C", "H", "H", "H", "H", "H", "H", "H", "H", "H", "H"],
  "coordinates": [[-1.733, -2.188, -1.254], [-0.562, -2.140, -2.340], [0.655, -3.172, -2.138], [0.652, -4.047, -0.803], [1.380, -3.380, 0.486], [0.308, -3.019, 1.637], [1.052, -2.964, 3.055], [2.347, -2.294, 0.181], [1.747, -0.935, 0.124], [2.241, -0.129, 1.423], [1.067, 0.446, 2.353], [1.466, 1.917, 2.923], [0.001, 3.038, 3.177], [0.123, 3.625, 4.576], [0.154, 4.174, 2.196], [-1.824, 2.057, 3.054], [2.272, -4.584, 1.138], [3.478, -4.444, 1.506], [1.642, -5.797, 1.330], [-2.084, -3.231, -0.962], [-1.445, -1.524, -0.378], [-2.651, -1.681, -1.741], [-0.219, -1.042, -2.435], [-1.052, -2.373, -3.360], [1.629, -2.580, -2.316], [0.612, -3.917, -3.020], [-0.364, -4.413, -0.452], [1.250, -5.002, -1.053], [-0.399, -3.929, 1.682], [-0.351, -2.124, 1.401], [0.430, -2.308, 3.752], [1.087, -4.004, 3.547], [2.083, -2.489, 2.974], [2.964, -2.504, -0.607], [2.232, -0.403, -0.781], [0.626, -0.901, -0.068], [2.979, -0.734, 2.066], [2.852, 0.784, 1.063], [0.985, -0.214, 3.291], [0.087, 0.463, 1.764], [1.932, 1.777, 3.964], [2.240, 2.448, 2.282], [3.558, 2.101, -4.927], [3.868, 1.070, -3.856], [3.075, -0.105, -3.953], [3.192, -0.844, -5.162], [4.600, -1.344, -5.434], [2.502, 2.383, -4.893], [4.166, 2.998, -4.778], [3.763, 1.722, -5.930], [3.656, 1.505, -2.876], [4.932, 0.809, -3.854], [2.811, -0.256, -6.004], [2.526, -1.706, -5.065], [5.310, -0.522, -5.553], [4.623, -1.940, -6.350], [4.953, -1.963, -4.604], [-0.249, -1.613, -8.866], [0.848, -2.240, -8.024], [0.382, -2.769, -6.787], [-0.595, -3.797, -6.870], [-0.121, -5.028, -7.622], [-0.752, -0.818, -8.309], [0.172, -1.188, -9.781], [-1.009, -2.341, -9.155], [1.584, -1.473, -7.774], [1.386, -3.012, -8.585], [-1.522, -3.404, -7.300], [-0.831, -4.082, -5.841], [0.118, -4.803, -8.664], [-0.895, -5.799, -7.616], [0.783, -5.434, -7.160], [0.069, 4.468, 10.819], [1.376, 4.042, 10.174], [1.204, 3.164, 9.070], [0.448, 3.670, 7.975], [1.046, 4.915, 7.346], [-0.499, 3.594, 11.148], [0.264, 5.106, 11.686], [-0.563, 5.028, 10.128], [1.973, 3.497, 10.910], [1.973, 4.911, 9.876], [-0.590, 3.841, 8.279], [0.421, 2.876, 7.225], [1.087, 5.750, 8.051], [0.450, 5.232, 6.488], [2.069, 4.721, 7.011], [-8.470, 3.040, 1.251], [-7.505, 1.885, 1.447], [-6.338, 1.975, 0.641], [-5.522, 3.121, 0.842], [-4.983, 3.244, 2.256], [-8.770, 3.114, 0.202], [-9.365, 2.896, 1.862], [-8.024, 3.996, 1.531], [-8.004, 0.955, 1.164], [-7.227, 1.776, 2.502], [-6.061, 4.026, 0.544], [-4.679, 3.025, 0.152], [-5.784, 3.355, 2.990], [-4.329, 4.116, 2.341], [-4.413, 2.351, 2.528]],
  "energy_ha": -2619.5276,
  "charge": -1
}

No. 3
{
  "formula": "C2H6O2Sn",
  "method": "ωB97M-V/def2-TZVPD",
  "species": ["O", "Sn", "C", "C", "H", "H", "H", "H", "H", "O", "H"],
  "coordinates": [[2.389, 0.267, 1.564], [0.837, 0.814, 2.342], [-1.200, 0.045, 0.321], [-1.942, -1.222, 0.003], [-0.272, 0.037, -0.264], [-2.212, 0.607, 0.167], [-1.257, -2.062, -0.162], [-2.784, -1.382, 0.694], [-2.340, -0.884, -1.049], [-0.945, 0.890, 1.560], [-1.701, 1.284, 2.007]],
  "energy_ha": -444.1175,
  "charge": 1,
  "multiplicity": 2
}

No. 4
{
  "formula": "C41H53BrN2S4Tl",
  "method": "ωB97M-V/def2-TZVPD",
  "species": ["Tl", "C", "C", "C", "C", "C", "C", "C", "C", "C", "C", "C", "C", "C", "C", "C", "C", "C", "H", "H", "H", "H", "H", "H", "H", "H", "H", "H", "H", "H", "H", "H", "H", "H", "H", "H", "H", "H", "H", "H", "H", "H", "H", "H", "H", "H", "H", "C", "C", "S", "C", "C", "S", "C", "C", "S", "H", "H", "H", "H", "H", "H", "H", "H", "H", "H", "H", "H", "S", "C", "C", "C", "C", "C", "C", "N", "C", "C", "C", "C", "C", "C", "C", "H", "H", "H", "H", "H", "H", "H", "H", "Br", "C", "C", "C", "N", "C", "C", "H", "H", "H", "H"],
  "coordinates": [[-0.490, 0.096, 0.190], [0.705, 2.607, -1.407], [1.717, 1.830, -0.927], [1.506, 0.439, -1.597], [0.388, 0.639, -2.495], [-0.089, 1.915, -2.401], [-1.072, 2.615, -3.303], [-2.081, 3.421, -2.470], [-0.265, 3.588, -4.182], [-1.830, 1.641, -4.201], [2.370, -0.796, -1.742], [3.378, -1.038, -0.622], [3.114, -0.648, -3.095], [1.519, -2.067, -1.846], [2.939, 2.481, -0.269], [2.656, 3.969, -0.009], [3.360, 1.899, 1.073], [4.091, 2.440, -1.295], [0.525, 3.632, -1.125], [0.028, -0.103, -3.193], [-1.586, 4.179, -1.860], [-2.653, 2.768, -1.805], [-2.780, 3.930, -3.137], [0.227, 4.351, -3.577], [-0.933, 4.085, -4.889], [0.504, 3.055, -4.745], [-2.410, 0.933, -3.608], [-1.153, 1.076, -4.847], [-2.519, 2.197, -4.840], [4.082, -0.222, -0.504], [3.960, -1.930, -0.862], [2.862, -1.210, 0.326], [3.793, 0.204, -3.095], [2.404, -0.512, -3.912], [3.693, -1.553, -3.287], [0.782, -2.123, -1.046], [2.172, -2.938, -1.767], [1.019, -2.131, -2.809], [1.787, 4.107, 0.640], [2.494, 4.520, -0.937], [3.521, 4.407, 0.490], [2.593, 2.127, 1.815], [4.295, 2.364, 1.397], [3.496, 0.828, 1.068], [3.742, 2.804, -2.264], [4.499, 1.440, -1.434], [4.903, 3.090, -0.962], [0.285, -1.480, 6.402], [-1.001, -0.861, 5.841], [-0.976, -0.227, 4.146], [0.116, 1.212, 4.228], [1.610, 0.879, 4.312], [2.035, -0.410, 3.117], [3.313, -1.305, 4.028], [2.837, -2.048, 5.302], [1.124, -2.645, 5.282], [0.037, -2.036, 7.306], [1.000, -0.706, 6.673], [-1.327, -0.052, 6.497], [-1.790, -1.613, 5.806], [-0.187, 1.854, 5.056], [-0.076, 1.733, 3.286], [1.876, 0.517, 5.302], [2.204, 1.771, 4.104], [4.105, -0.600, 4.284], [3.699, -2.017, 3.298], [2.953, -1.426, 6.187], [3.455, -2.935, 5.439], [-4.885, -0.424, -2.283], [-3.920, -1.346, -3.374], [-4.283, -1.902, -4.599], [-3.331, -2.619, -5.293], [-2.046, -2.797, -4.763], [-1.697, -2.245, -3.549], [-2.633, -1.482, -2.853], [-2.422, -0.828, -1.636], [-3.511, -0.258, -1.229], [-3.653, 0.497, 0.029], [-4.935, 0.822, 0.483], [-5.120, 1.491, 1.679], [-4.022, 1.880, 2.429], [-2.740, 1.588, 1.981], [-2.568, 0.888, 0.802], [-5.287, -1.780, -4.986], [-3.582, -3.058, -6.249], [-1.325, -3.389, -5.313], [-0.720, -2.396, -3.121], [-5.800, 0.513, -0.093], [-6.122, 1.698, 2.029], [-4.160, 2.419, 3.357], [-1.898, 1.910, 2.572], [-1.033, -6.991, 1.952], [-0.957, -5.172, 1.498], [-0.219, -4.294, 2.269], [-0.170, -2.965, 1.880], [-0.809, -2.499, 0.801], [-1.529, -3.363, 0.078], [-1.627, -4.708, 0.379], [0.299, -4.622, 3.159], [0.401, -2.248, 2.459], [-2.041, -2.958, -0.784], [-2.213, -5.371, -0.242]],
  "energy_ha": -6042.6131,
  "charge": 1
}